(1)
Below is a molecular structure, C18H38MgN2O6 in a non-equilibrium geometry, with properties calculated with ωB97M-V/def2-TZVPD.

The geometry in ORCA input format:
```
! RIJCOSX wB97M-V def2-TZVPD def2/J DEFGRID3
* xyz 2 1
Mg 0.62871 -0.70148 0.36910
C -0.58875 -3.63704 -0.65993
C 0.31595 -3.53008 -1.87109
O 0.91725 -2.19831 -1.91888
C 2.38988 -2.27723 -1.99372
C 2.99190 -2.61089 -0.66058
O 2.58081 -1.65158 0.35351
C 3.59438 -0.75470 0.91076
C 3.40806 0.61164 0.23216
O 2.06406 0.86896 -0.17018
C 1.65137 2.14950 0.32432
C 1.32354 2.05107 1.84720
O 0.78423 0.78841 2.09082
C 0.24704 0.66264 3.39790
C -0.81056 -0.38969 3.32168
O -0.16706 -1.50164 2.63733
C -1.03736 -2.68400 2.62474
C -0.47910 -3.67876 1.70058
O -0.00337 -3.07523 0.48826
H -0.79985 -4.75872 -0.61310
H -1.55160 -3.20313 -0.87798
H -0.28429 -3.74762 -2.77722
H 1.13498 -4.23755 -1.81447
H 2.74705 -1.29293 -2.33270
H 2.76243 -3.05312 -2.67751
H 4.06918 -2.56328 -0.78546
H 2.68789 -3.60428 -0.37407
H 4.52054 -1.22689 0.63654
H 3.39325 -0.73567 2.01094
H 4.11498 0.71346 -0.59382
H 3.69517 1.38918 0.94437
H 0.76672 2.49315 -0.26806
H 2.40777 2.87077 0.08563
H 0.68089 2.89322 2.12616
H 2.21335 2.11001 2.46469
H -0.11384 1.59657 3.81780
H 1.06600 0.40329 4.05311
H -1.76081 -0.07756 2.85703
H -1.00164 -0.71632 4.35908
H -2.03677 -2.36880 2.37750
H -1.05564 -2.98776 3.71776
H -1.27617 -4.37656 1.44349
H 0.37359 -4.21364 2.11201
C -3.12356 4.01988 -0.67874
C -3.24800 2.76836 -1.56123
N -2.03361 1.86344 -1.68351
C -1.16581 2.10248 -2.81399
C -0.59554 3.53433 -2.96071
C -1.86976 0.79830 -0.82577
C -3.06966 0.53385 0.06114
N -0.78172 0.01557 -0.84029
H -3.60122 4.84719 -1.17309
H -2.05044 4.23225 -0.49126
H -3.71594 3.89563 0.21195
H -3.53798 3.08929 -2.57639
H -4.03684 2.14975 -1.16813
H -1.57181 1.76416 -3.77399
H -0.31141 1.44141 -2.76561
H -1.43591 4.26030 -3.17649
H 0.17800 3.62265 -3.73034
H -0.15854 3.85814 -1.95803
H -2.88357 -0.34983 0.64394
H -3.96338 0.33285 -0.55386
H -3.24396 1.44820 0.69118
H -0.34350 0.02441 -1.79243
*
```

- Energy above the lowest of the compared OMol25 structures with the same formula, charge and spin: 94.2 kJ/mol


(2)
Below is a molecular structure, C60H79CdCl3GeN6OP3 in a non-equilibrium geometry, with properties calculated with ωB97M-V/def2-TZVPD.

The geometry in ORCA input format:
```
! RIJCOSX wB97M-V def2-TZVPD def2/J DEFGRID3
* xyz 0 2
Cd 0.86365 -1.29864 -0.24350
C -0.29584 3.72419 -5.00868
C 0.26247 2.43774 -4.39788
C 1.74746 2.29200 -4.75400
P -0.12343 2.10292 -2.58643
C -1.97860 2.25023 -2.70577
N -2.69353 1.36208 -1.79343
Ge -1.80822 0.20945 -0.49722
N -2.18870 1.40004 1.06167
C -1.43087 2.63805 1.18135
P 0.38343 2.57877 1.55818
C 0.39231 1.89608 3.28306
C -0.84726 2.08257 4.15396
C 1.65357 2.34415 4.01193
C 0.56854 4.44571 1.68025
C 2.05123 4.83634 1.62872
C -0.13882 5.20961 2.80059
C -3.49012 1.43757 1.48547
C -3.99401 2.27503 2.50619
C -5.33658 2.30707 2.82142
C -6.25079 1.52041 2.12991
C -5.77147 0.65341 1.16807
C -4.41394 0.57553 0.89331
N -3.89971 -0.36089 -0.11020
C -4.56421 -0.06847 -1.39284
C -5.74605 -0.67056 -1.76775
C -6.41514 -0.24231 -2.90647
C -5.87839 0.80065 -3.64331
C -4.66526 1.37713 -3.29455
C -3.94870 0.92443 -2.17537
C -4.02001 -1.76136 0.24018
C -4.72753 -2.20533 1.33317
C -4.92697 -3.56997 1.53986
C -4.44409 -4.49924 0.62011
C -3.67772 -4.08151 -0.43986
C -3.38278 -2.70235 -0.63293
N -2.54943 -2.20764 -1.54348
C -1.74655 -3.14172 -2.29713
P -0.10773 -2.39228 -2.72598
C -0.48662 -1.56772 -4.37126
C -0.35848 -2.44239 -5.61573
C -1.89083 -0.95734 -4.33190
C 0.87034 -3.88522 -3.25605
C 2.29883 -3.38815 -3.51510
C 0.89151 -5.03518 -2.25114
C 0.40597 3.61803 -1.62624
C -0.45970 4.87622 -1.67707
C 1.87400 3.94652 -1.90920
H -0.17490 3.69288 -6.09503
H 0.24735 4.59634 -4.64557
H -1.35659 3.86467 -4.79756
H -0.24811 1.59741 -4.87306
H 2.29020 3.22241 -4.59957
H 1.84679 2.02955 -5.81007
H 2.24467 1.52089 -4.16569
H -2.20784 1.98851 -3.74214
H -2.29991 3.28310 -2.54861
H -1.86961 3.27760 1.93950
H -1.49903 3.18884 0.22885
H 0.50095 0.82811 3.08702
H -1.03629 3.13188 4.38076
H -0.69595 1.56289 5.10502
H -1.73317 1.65868 3.68010
H 1.85468 1.68392 4.85740
H 1.54460 3.35934 4.39733
H 2.51888 2.31813 3.35300
H 0.11951 4.77980 0.73624
H 2.52740 4.70218 2.60018
H 2.15875 5.88715 1.34758
H 2.59400 4.22990 0.90206
H 0.31453 5.01401 3.77149
H -1.20370 4.98361 2.86269
H -0.05046 6.28323 2.61156
H -3.32644 2.90444 3.07410
H -5.67478 2.95965 3.61652
H -7.30932 1.57489 2.34185
H -6.46798 0.03316 0.61987
H -6.15639 -1.47642 -1.17023
H -7.35255 -0.69939 -3.19114
H -6.40801 1.16848 -4.51294
H -4.28523 2.18782 -3.89650
H -5.14849 -1.49902 2.03269
H -5.49625 -3.89881 2.39835
H -4.66633 -5.55085 0.74335
H -3.32212 -4.80874 -1.15523
H -2.27555 -3.47369 -3.19963
H -1.51637 -4.02853 -1.70648
H 0.23954 -0.75220 -4.44842
H -1.02254 -3.30874 -5.56581
H 0.65878 -2.78992 -5.78883
H -0.65630 -1.85447 -6.48768
H -2.65732 -1.72614 -4.44808
H -2.01871 -0.25393 -5.15443
H -2.08400 -0.44079 -3.39397
H 0.43273 -4.25470 -4.18450
H 2.73725 -3.00996 -2.58954
H 2.32384 -2.58131 -4.25135
H 2.92428 -4.20412 -3.88324
H 1.32551 -4.71925 -1.30687
H 1.51588 -5.83733 -2.65092
H -0.09810 -5.45562 -2.06776
H 0.37930 3.23719 -0.59882
H -0.56400 5.27155 -2.68620
H 0.01205 5.65128 -1.06637
H -1.45700 4.70806 -1.26800
H 1.98262 4.48481 -2.85100
H 2.49091 3.04584 -1.94056
H 2.25898 4.59177 -1.11763
C 0.37015 -2.77000 4.54786
C 1.08589 -1.79307 3.62279
C 2.42925 -1.30902 4.11096
C 2.86606 -1.59551 5.39393
C 4.08233 -1.12102 5.86145
C 4.82672 -0.28513 5.05811
C 4.43582 0.02806 3.75750
C 5.27255 1.08773 3.05937
C 6.70573 0.64560 2.74755
C 3.25778 -0.56317 3.24205
N 2.82363 -0.39376 1.90413
C 3.74787 -0.36908 1.01539
C 3.58856 -0.12901 -0.38325
C 4.63810 0.03526 -1.28779
C 4.06320 0.16062 -2.55336
C 2.69242 0.04183 -2.36273
N 2.38463 -0.10390 -1.05822
H -0.53906 -3.13793 4.07215
H 0.99890 -3.63002 4.78121
H 0.07973 -2.28911 5.48364
H 0.43410 -0.92764 3.46137
H 1.24223 -2.25100 2.64696
H 2.25106 -2.19863 6.04745
H 4.42777 -1.38173 6.85360
H 5.73508 0.16036 5.44938
H 5.32401 1.95075 3.72925
H 4.79356 1.42843 2.14423
H 7.23769 0.37202 3.65903
H 7.25259 1.45292 2.25816
H 6.72445 -0.22300 2.08680
H 4.77971 -0.57370 1.30092
H 5.68707 0.06188 -1.03238
H 4.57162 0.31043 -3.49290
H 1.91213 0.02907 -3.10772
Cl 2.10900 -7.15347 3.94225
C 2.15668 -5.88695 2.75119
C 0.97759 -5.35374 2.27286
C 1.05115 -4.35178 1.32393
Cl -0.41520 -3.56663 0.78001
C 2.25554 -3.84063 0.78977
O 2.29501 -2.93685 -0.12707
C 3.42202 -4.41663 1.35085
Cl 4.94613 -3.81476 0.79762
C 3.38246 -5.41286 2.30327
H 0.02173 -5.69803 2.64174
H 4.30475 -5.81099 2.70175
*
```


(3)
Below is a molecular structure, C36H37F3P2W in a non-equilibrium geometry, with properties calculated with ωB97M-V/def2-TZVPD.

The geometry in ORCA input format:
```
! RIJCOSX wB97M-V def2-TZVPD def2/J DEFGRID3
* xyz 2 3
W 1.21909 0.33054 -0.31244
C 3.80524 -1.57647 -4.35445
C 4.67633 -1.25193 -3.39545
C 5.89397 -0.40513 -3.58582
C 5.71379 0.81916 -4.53434
C 4.33645 1.41987 -4.63618
C 3.39408 1.09554 -5.53340
C 3.31879 -0.13397 -6.39124
C 4.01868 -1.40229 -5.82642
C -0.76432 1.35442 -0.06654
H 2.84884 -2.03279 -4.09512
H 4.57914 -1.70180 -2.39863
H 6.70987 -1.02499 -3.99873
H 6.25246 -0.04397 -2.60781
H 6.39308 1.61045 -4.16624
H 6.07469 0.51455 -5.52890
H 4.17076 2.28959 -3.99200
H 2.64018 1.83714 -5.80494
H 3.71571 0.06309 -7.40793
H 2.24969 -0.37001 -6.53768
H 3.56858 -2.27228 -6.33686
H 5.08901 -1.39802 -6.08731
H -1.63560 0.70596 -0.18279
H -1.04465 2.40103 -0.22668
H -0.37359 1.29066 0.99101
P 2.37929 -1.60396 -0.79073
P 0.51021 1.79268 -1.96707
C 2.97187 -0.00697 -1.46347
C 2.18466 1.04020 -2.08290
C 3.65803 -1.96935 0.44411
C 5.02084 -1.69344 0.23748
C 5.92513 -1.87567 1.28400
C 5.46901 -2.28331 2.54243
C 4.10121 -2.50564 2.76780
C 3.19777 -2.33554 1.72117
C 2.02360 -2.97295 -1.86600
C 1.00871 -2.86438 -2.84388
C 0.56739 -4.01201 -3.50552
C 1.11498 -5.25558 -3.18547
C 2.14048 -5.36188 -2.24185
C 2.62716 -4.22262 -1.60758
C 0.86565 3.54882 -1.55991
C 1.62170 3.83461 -0.40586
C 1.65983 5.13931 0.09981
C 1.01711 6.17782 -0.58515
C 0.36241 5.91071 -1.79481
C 0.27439 4.60369 -2.28784
C -0.48959 1.61040 -3.45780
C -1.84331 1.22204 -3.37910
C -2.59724 1.11210 -4.54722
C -2.00480 1.33822 -5.79838
C -0.64813 1.69038 -5.88129
C 0.09530 1.85659 -4.71315
H 3.98134 0.26760 -1.15074
H 2.75839 1.72032 -2.70259
H 5.37264 -1.31521 -0.71789
H 6.98684 -1.68229 1.10939
H 6.17976 -2.41353 3.35764
H 3.74077 -2.80218 3.75168
H 2.12533 -2.45159 1.88632
H 0.57273 -1.88747 -3.07744
H -0.20921 -3.92152 -4.26563
H 0.73677 -6.14779 -3.67926
H 2.56299 -6.33570 -1.99393
H 3.44104 -4.28015 -0.88392
H 2.16964 3.04364 0.12474
H 2.18887 5.34154 1.03062
H 1.02235 7.18665 -0.16705
H -0.09781 6.72908 -2.34923
H -0.24425 4.39740 -3.22841
H -2.29186 1.01967 -2.40336
H -3.65460 0.84372 -4.49332
H -2.59208 1.23758 -6.71347
H -0.17292 1.84155 -6.85296
H 1.13538 2.17618 -4.75554
F 0.23073 -2.65635 0.41565
C -0.20551 -1.32283 0.27834
F -1.27720 -1.45460 -0.62454
F -0.79321 -1.07483 1.51407
*
```

- Energy above the lowest of the compared OMol25 structures with the same formula, charge and spin: 26.3 kJ/mol


Computed E, in the same sequence as the records: -39979.1269 -201004.9466 -66464.5359 eV.